A molecular structure, C35H47CsF3N3OS2Si2, computed with ωB97M-V/def2-TZVPD.

XYZ file:
```
94
Properties=species:S:1:pos:R:3
Cs -0.177 -0.130 0.578
C -0.051 -1.535 4.786
Si 0.505 -2.315 3.092
C 2.358 -2.751 3.494
C -0.342 -4.054 3.184
C -0.098 -4.836 4.321
C -0.682 -6.080 4.509
C -1.539 -6.578 3.536
C -1.782 -5.823 2.397
C -1.202 -4.565 2.191
Si -1.651 -3.627 0.550
C -3.588 -3.753 0.542
C -1.246 -4.956 -0.811
H 0.211 -2.150 5.663
H -1.138 -1.405 4.790
H 0.399 -0.548 4.933
H 2.512 -3.147 4.511
H 3.000 -1.873 3.383
H 2.718 -3.507 2.789
H 0.572 -4.460 5.091
H -0.475 -6.657 5.406
H -2.015 -7.547 3.666
H -2.452 -6.230 1.644
H -3.960 -4.789 0.591
H -3.994 -3.302 -0.368
H -4.008 -3.210 1.394
H -1.655 -5.953 -0.581
H -0.164 -5.068 -0.934
H -1.660 -4.643 -1.775
S 5.820 2.749 1.331
C 4.394 1.873 0.781
N 3.649 1.390 1.704
C 4.135 1.677 2.950
C 3.557 1.300 4.167
C 4.169 1.678 5.343
C 5.348 2.428 5.348
C 5.942 2.808 4.154
C 5.332 2.424 2.972
H 4.202 1.768 -0.276
H 2.645 0.715 4.156
H 3.725 1.385 6.286
H 5.797 2.723 6.287
H 6.854 3.391 4.146
O -1.131 3.940 1.528
H -0.217 3.802 1.788
H -1.144 3.722 0.576
F -1.375 8.961 -5.365
C -0.212 8.499 -4.852
F 0.666 8.448 -5.882
F 0.243 9.502 -4.046
C -0.349 7.209 -4.139
C -1.536 6.892 -3.483
C -1.625 5.741 -2.727
C -0.530 4.868 -2.589
C 0.656 5.209 -3.268
C 0.749 6.358 -4.022
C -0.615 3.681 -1.818
C -0.670 2.616 -1.189
H -2.390 7.552 -3.572
H -2.548 5.501 -2.216
H 1.509 4.550 -3.172
H 1.673 6.609 -4.526
C -4.394 3.878 -5.082
C -4.768 2.404 -4.941
C -4.792 1.924 -3.490
C -3.403 1.885 -2.840
N -2.378 1.210 -3.639
C -2.314 -0.138 -3.834
S -3.505 -1.208 -3.397
N -1.173 -0.532 -4.483
C -0.633 -1.891 -4.417
C -1.282 -2.932 -5.335
C -1.197 -2.636 -6.837
C -2.144 -1.530 -7.311
H -4.457 4.198 -6.125
H -3.376 4.060 -4.734
H -5.067 4.505 -4.492
H -4.055 1.793 -5.498
H -5.754 2.234 -5.384
H -5.212 0.924 -3.457
H -5.424 2.581 -2.885
H -3.469 1.417 -1.854
H -3.038 2.902 -2.704
H -1.479 1.665 -3.559
H -0.470 0.190 -4.535
H -0.714 -2.259 -3.388
H 0.425 -1.815 -4.678
H -2.324 -3.056 -5.052
H -0.770 -3.876 -5.129
H -1.451 -3.555 -7.374
H -0.167 -2.371 -7.102
H -3.150 -1.701 -6.923
H -2.192 -1.507 -8.403
H -1.819 -0.555 -6.957
```

HOMO energy in eV: 0.441
Kohn-Sham gap in Eh: 0.101
LUMO energy in eV: 3.2
Charge: -2

***

A molecular structure, C36H44Cl5NO3ReSe, computed with ωB97M-V/def2-TZVPD.

XYZ file:
```
91
Properties=species:S:1:pos:R:3
Re -0.018 -0.046 -0.536
C 3.415 -4.357 4.565
C 1.919 -4.680 4.437
C 1.187 -4.211 5.702
C 1.766 -6.197 4.323
C 1.345 -3.957 3.216
C 1.451 -2.581 3.107
C 0.941 -1.933 1.993
Se 1.177 -0.051 1.803
C -0.378 0.677 2.666
C -0.262 1.257 3.916
C -1.351 1.912 4.477
C -2.513 1.973 3.710
C -2.653 1.412 2.438
C -1.547 0.735 1.906
O -1.582 0.136 0.692
C -3.945 1.564 1.621
C -4.521 0.186 1.258
C -3.646 2.361 0.340
C -5.024 2.324 2.396
C -1.233 2.528 5.876
C -0.079 3.542 5.900
C -0.950 1.415 6.897
C -2.512 3.251 6.297
C 0.346 -2.605 0.935
O -0.072 -1.975 -0.186
C 0.195 -3.998 1.031
C 0.706 -4.621 2.167
C -0.513 -4.790 -0.080
C 0.218 -4.616 -1.424
C -1.964 -4.299 -0.208
C -0.553 -6.289 0.228
H 3.858 -4.932 5.384
H 3.945 -4.607 3.642
H 3.581 -3.297 4.773
H 1.579 -4.728 6.583
H 1.312 -3.136 5.859
H 0.117 -4.418 5.628
H 2.226 -6.674 5.192
H 0.714 -6.497 4.297
H 2.259 -6.585 3.428
H 1.923 -1.995 3.888
H 0.681 1.188 4.446
H -3.365 2.489 4.124
H -3.834 -0.389 0.641
H -4.737 -0.387 2.163
H -5.455 0.315 0.704
H -2.912 1.854 -0.286
H -4.561 2.478 -0.247
H -3.270 3.357 0.590
H -5.295 1.811 3.323
H -4.713 3.344 2.637
H -5.922 2.391 1.778
H 0.885 3.064 5.708
H -0.231 4.315 5.143
H -0.022 4.027 6.880
H -0.028 0.879 6.657
H -0.846 1.836 7.902
H -1.767 0.689 6.910
H -2.752 4.075 5.619
H -3.367 2.571 6.334
H -2.378 3.671 7.297
H 0.593 -5.692 2.239
H 0.159 -3.592 -1.791
H 1.273 -4.889 -1.325
H -0.235 -5.272 -2.173
H -2.006 -3.252 -0.504
H -2.490 -4.887 -0.966
H -2.493 -4.415 0.741
H 0.451 -6.717 0.305
H -1.099 -6.505 1.150
H -1.067 -6.800 -0.589
Cl -0.010 2.413 -2.246
C 1.599 1.728 -2.256
C 1.738 0.531 -1.570
C 3.023 -0.001 -1.511
Cl 3.259 -1.487 -0.657
C 4.108 0.622 -2.129
Cl 5.677 -0.072 -2.045
C 3.915 1.820 -2.821
Cl 5.234 2.600 -3.591
C 2.642 2.388 -2.885
Cl 2.371 3.868 -3.715
N -1.381 -0.806 -3.351
C -0.894 -0.527 -2.336
C 0.019 3.712 1.097
O 0.767 2.561 0.674
H -0.563 4.125 0.270
H 0.681 4.480 1.499
H -0.657 3.379 1.882
H 1.496 2.844 0.113
```

HOMO energy (spin up / spin down) in eV: -8.002 / -8.364
Kohn-Sham gap (spin up / spin down) in Eh: 0.279 / 0.252
⟨S²⟩: 3.779
LUMO energy (spin up / spin down) in eV: -0.4 / -1.5
2S+1: 4

***

C5H10O in the gas phase, computed with ωB97M-V/def2-TZVPD.

XYZ file:
```
16
Properties=species:S:1:pos:R:3
C -2.334 -1.651 -0.535
C -1.636 -1.030 0.654
C -0.164 -0.757 0.137
C 0.303 0.481 0.048
C 1.780 0.807 -0.318
O 2.072 2.119 0.041
H -2.431 -0.940 -1.343
H -3.374 -1.863 -0.230
H -1.670 -2.467 -0.897
H -1.621 -1.641 1.418
H -1.917 -0.060 1.186
H 0.334 -1.696 -0.251
H -0.216 1.410 0.037
H 1.964 0.812 -1.379
H 2.610 0.216 0.177
H 2.052 2.180 1.040
```

HOMO energy in eV: -9.314
Kohn-Sham gap in Eh: 0.381
LUMO energy in eV: 1.1
SMILES: CC/C=C/CO

***

A gas-phase ion, C3H10N2P (charge +1), computed with ωB97M-V/def2-TZVPD.

XYZ file:
```
16
Properties=species:S:1:pos:R:3
C -0.972 1.671 -0.706
N 0.003 0.856 0.042
C -0.220 -0.644 -0.206
C -0.444 -1.463 1.127
P 1.266 -1.471 -0.827
N 2.169 -0.276 -0.488
H -2.049 1.666 -0.259
H -0.612 2.660 -0.615
H -1.163 1.108 -1.709
H -0.130 1.040 1.006
H -1.018 -0.686 -0.862
H 0.316 -1.206 1.778
H -0.586 -2.493 0.873
H -1.374 -1.109 1.553
H 3.195 -0.149 -0.409
H 1.618 0.497 -0.298
```

HOMO energy in eV: -14.168
Kohn-Sham gap in Eh: 0.313
LUMO energy in eV: -5.7
SMILES: CN[C@H](C)P=[NH2+]
Charge: +1

***

Strongest force on any atom
In order: 1.12; 1.16; 6.41; 5.09
Unit: eV/Å
Energy
In order: -89700.8069; -175767.6822; -7392.4621; -15533.8099
Unit: eV